# 1
{
  "formula": "C12H19BClF2O8S5W",
  "method": "ωB97M-V/def2-TZVPD",
  "elements": ["C", "O", "C", "H", "F", "H", "O", "H", "B", "C", "H", "C", "S", "H", "O", "H", "S", "H", "H", "O", "S", "C", "W", "H", "S", "H", "C", "O", "H", "F", "S", "H", "H", "C", "H", "C", "H", "C", "H", "C", "O", "O", "H", "Cl", "O", "H", "C", "H", "C"],
  "positions_angstrom": [[-2.96, 0.22, -0.73], [-1.15, -1.16, 1.90], [-1.37, 0.73, 3.25], [-1.10, 1.20, 4.20], [-0.83, 2.39, -1.81], [2.38, -2.43, -4.65], [2.20, 2.20, 3.03], [-4.02, 0.32, -0.48], [-0.18, 1.20, -1.77], [-2.58, -1.25, -0.66], [0.11, -2.81, 2.07], [-0.74, -2.61, 0.07], [4.43, 3.57, -3.78], [1.59, -2.24, -3.06], [-1.15, -1.39, -0.56], [-1.53, -1.30, 3.94], [4.67, 0.61, -3.77], [2.39, -3.78, -3.49], [-0.70, 3.13, 1.09], [1.66, 0.09, 2.16], [4.01, -2.18, -2.89], [-0.93, -0.72, 3.24], [0.14, 0.37, 0.14], [0.30, -2.75, -0.23], [1.98, -0.79, -0.69], [-2.76, 2.85, -0.01], [-2.59, 2.12, 0.78], [1.37, 1.97, 0.83], [-3.04, -1.70, 0.22], [0.10, 0.73, -2.98], [2.86, 1.90, -1.89], [-2.92, -1.76, -1.57], [-2.78, 0.65, -1.71], [3.76, -0.45, -2.72], [-1.63, -3.16, 2.01], [2.94, 0.15, -1.83], [-1.33, -3.44, -0.32], [4.01, 2.11, -3.19], [-3.52, 1.97, 1.34], [2.41, -2.70, -3.60], [3.55, 1.23, 1.36], [-2.16, 0.86, 0.26], [-1.79, 3.21, 2.50], [2.26, 1.38, 1.90], [-0.73, 1.44, 2.18], [0.13, -0.80, 3.49], [-0.84, -2.51, 1.61], [-2.46, 0.78, 3.12], [-1.43, 2.58, 1.68]],
  "mulliken_spin": [0.005, 0.053, 0.003, -0.001, 0.010, 0.000, 0.006, 0.000, -0.006, -0.007, -0.005, 0.039, -0.006, 0.002, -0.009, 0.000, -0.005, 0.000, -0.010, 0.036, 0.000, 0.000, 1.847, -0.009, -0.120, 0.002, -0.008, 0.021, 0.001, 0.010, 0.006, -0.001, 0.008, -0.040, 0.000, 0.052, 0.002, 0.001, 0.000, -0.004, 0.003, 0.021, 0.003, 0.006, 0.038, 0.003, -0.003, 0.000, 0.054],
  "relative_energy_ev": 0.5176,
  "charge": 1,
  "multiplicity": 3,
  "homo_energy_ev": [-10.27, -10.28],
  "orbital_gap_ev": [5.66, 5.90]
}


# 2
{
  "formula": "C5H9Br",
  "method": "ωB97M-V/def2-TZVPD",
  "elements": ["C", "C", "H", "H", "C", "H", "H", "H", "H", "H", "H", "C", "H", "Br", "C"],
  "positions_angstrom": [[0.30, -0.70, -1.17], [-1.27, 1.69, 0.67], [-1.12, 1.81, 1.74], [0.21, 0.14, -1.83], [1.40, -1.87, 0.76], [2.39, -2.30, 0.59], [0.65, -2.64, 0.60], [1.36, -1.53, 1.79], [-0.37, -1.52, -1.34], [0.17, 3.10, 0.07], [-0.75, 2.27, -1.28], [-0.58, 2.38, -0.22], [-2.02, 0.97, 0.37], [2.38, 0.73, 0.08], [1.18, -0.74, -0.19]],
  "lowdin_charge": [-0.059, -0.089, 0.051, 0.044, -0.152, 0.076, 0.078, 0.072, 0.068, 0.038, 0.047, -0.134, 0.048, 0.716, -0.804],
  "relative_energy_ev": 0.4233,
  "charge": 0,
  "multiplicity": 1,
  "homo_energy_ev": -9.36,
  "smiles": "C=C(C)Br.C=C",
  "orbital_gap_ev": 10.25
}


# 3
{
  "formula": "C16H29FeNO4S6",
  "method": "ωB97M-V/def2-TZVPD",
  "elements": ["S", "H", "H", "C", "C", "H", "C", "S", "H", "C", "C", "S", "H", "C", "O", "H", "H", "H", "H", "H", "H", "O", "H", "H", "H", "H", "C", "C", "H", "S", "H", "S", "H", "H", "H", "H", "C", "H", "H", "C", "C", "H", "H", "H", "N", "C", "O", "S", "C", "C", "C", "Fe", "C", "H", "O", "H", "H"],
  "positions_angstrom": [[-1.17, 3.01, 2.90], [2.65, -0.61, 3.05], [-1.72, -4.30, -3.15], [5.06, -0.45, -3.49], [-1.93, -1.23, 2.00], [5.80, -1.08, -2.99], [-0.33, 1.81, 3.95], [1.45, 1.10, 1.86], [2.51, -0.91, 1.33], [3.89, -0.20, -2.58], [-3.25, 2.19, 1.31], [-0.39, -1.51, 1.05], [-4.33, 2.03, 1.24], [1.96, -0.60, 2.21], [-0.04, 2.51, -0.54], [-1.97, -0.38, -3.51], [-3.54, 2.99, 3.27], [-3.34, -3.93, -2.51], [-0.39, 2.10, 5.00], [5.54, 0.48, -3.78], [4.44, 1.81, -2.05], [-1.59, 2.98, -2.38], [-3.33, -1.52, -3.72], [1.72, 1.15, 4.22], [1.13, -2.56, 2.60], [1.06, -1.63, -1.40], [-3.02, -0.63, 1.13], [2.65, 1.19, -1.08], [4.74, -0.97, -4.40], [-2.48, 0.90, 0.31], [-1.73, -1.90, -4.41], [-1.76, -2.16, -2.01], [1.55, 2.75, 3.53], [-3.91, -0.43, 1.73], [0.24, -1.24, 3.35], [-2.88, 1.37, 3.28], [2.91, -1.17, -2.38], [-0.80, 0.83, 3.84], [-3.03, 3.10, 0.75], [-2.25, -1.43, -3.58], [3.74, 1.00, -1.90], [-3.29, -1.31, 0.33], [-2.04, -4.45, -1.42], [-1.68, -0.55, 2.80], [1.73, 0.24, -0.87], [1.13, 1.75, 3.53], [-0.74, 0.73, -1.86], [-0.42, 2.23, -2.01], [-2.27, -3.87, -2.31], [1.86, -0.91, -1.53], [-2.84, 2.33, 2.76], [-0.05, 0.65, -0.01], [0.78, -1.54, 2.45], [-2.24, -2.19, 2.42], [0.73, 2.41, -2.86], [2.96, -2.12, -2.90], [2.48, 2.13, -0.57]],
  "lowdin_charge": [0.911, 0.087, 0.032, -0.040, -0.469, 0.087, -0.532, 0.964, 0.069, -0.251, -0.486, 0.894, 0.084, -0.480, -0.449, 0.019, 0.074, 0.033, 0.080, 0.079, 0.121, -0.315, 0.039, 0.083, 0.082, 0.066, -0.478, -0.127, 0.084, 0.978, 0.040, 0.753, 0.074, 0.091, 0.071, 0.065, -0.004, 0.042, 0.085, -0.377, 0.004, 0.042, 0.025, 0.040, -0.061, -0.491, -0.505, 0.319, -0.415, -0.107, -0.516, 0.044, -0.457, 0.090, -0.314, 0.118, 0.105],
  "relative_energy_ev": 0.0000,
  "charge": 0,
  "multiplicity": 1,
  "homo_energy_ev": -7.96,
  "orbital_gap_ev": 7.97
}


# 4
{
  "formula": "C4H9NO",
  "method": "ωB97M-V/def2-TZVPD",
  "elements": ["H", "H", "C", "H", "H", "H", "H", "N", "C", "C", "H", "O", "H", "H", "C"],
  "positions_angstrom": [[-0.63, -0.35, -1.16], [0.62, -2.23, 0.70], [-0.57, 0.67, -0.75], [-1.95, 2.21, -0.13], [0.82, 0.50, 2.34], [-2.75, 0.73, -0.69], [2.35, -2.51, 1.04], [-0.21, 0.71, 0.65], [0.76, 0.23, 1.28], [-1.91, 1.41, -0.88], [1.83, -1.99, -0.58], [1.84, -0.54, 0.90], [0.20, 1.19, -1.34], [-2.03, 1.86, -1.87], [1.63, -1.88, 0.49]],
  "lowdin_charge": [0.109, 0.091, -0.279, 0.068, 0.124, 0.066, 0.086, 0.049, -0.255, -0.111, 0.084, -0.122, 0.114, 0.063, -0.089],
  "relative_energy_ev": 2.1920,
  "charge": 0,
  "multiplicity": 1,
  "homo_energy_ev": -9.50,
  "smiles": "CC/N=C\\OC",
  "orbital_gap_ev": 10.45
}


# 5
{
  "formula": "C3H11N2",
  "method": "ωB97M-V/def2-TZVPD",
  "elements": ["C", "H", "H", "C", "N", "H", "H", "H", "H", "H", "C", "H", "H", "H", "H", "N"],
  "positions_angstrom": [[-0.11, -2.62, 1.31], [-0.97, -0.58, 0.43], [0.89, -2.15, 1.38], [0.01, 0.79, -1.09], [-0.49, 0.56, 0.32], [-0.84, 1.06, -1.73], [-0.91, 1.47, 0.57], [0.66, -0.05, -1.35], [1.58, 2.13, -1.93], [1.58, 1.74, -0.16], [0.96, 1.96, -1.05], [0.53, 2.97, -0.93], [-0.19, -3.63, 1.64], [0.29, 0.49, 1.00], [-1.99, -2.23, 0.79], [-1.02, -1.90, 0.80]],
  "lowdin_charge": [0.036, 0.090, 0.099, -0.224, 0.043, 0.128, 0.145, 0.123, 0.088, 0.084, -0.100, 0.087, 0.095, 0.130, 0.122, 0.057],
  "relative_energy_ev": 1.4190,
  "charge": 1,
  "multiplicity": 1,
  "homo_energy_ev": -15.42,
  "orbital_gap_ev": 11.71
}


# 6
{
  "formula": "C9H16ClIIrN2O2P",
  "method": "ωB97M-V/def2-TZVPD",
  "elements": ["C", "H", "H", "C", "H", "C", "O", "H", "C", "Cl", "I", "H", "C", "C", "H", "O", "N", "H", "H", "H", "C", "H", "P", "H", "N", "C", "C", "H", "H", "H", "H", "Ir", "H"],
  "positions_angstrom": [[-2.58, 0.30, 1.20], [-4.76, -0.02, 1.75], [4.67, 0.37, -2.38], [0.76, -0.28, -0.40], [4.80, -1.62, -0.63], [3.95, 1.08, 0.78], [-3.80, -2.31, -1.00], [3.04, -0.15, -2.94], [-1.85, -1.35, -1.89], [0.58, 3.32, 0.01], [-1.97, -3.23, 0.72], [-1.95, -0.37, 1.76], [3.61, 0.54, -2.28], [-4.23, 1.33, 0.08], [-2.79, 2.35, -1.14], [0.43, -1.40, -0.14], [-1.98, 1.06, 0.23], [-1.71, -0.29, -1.69], [3.29, 1.57, -2.48], [3.80, 0.46, 1.69], [-2.58, -2.13, -0.83], [-5.16, 1.75, -0.30], [3.21, 0.16, -0.57], [3.13, -2.27, -0.74], [-3.02, 1.69, -0.40], [-4.00, 0.45, 1.13], [3.77, -1.52, -0.25], [-2.51, -1.40, -2.78], [5.03, 1.26, 0.69], [3.38, 2.02, 0.79], [3.78, -1.73, 0.84], [1.33, 1.39, -0.80], [-0.84, -1.73, -2.07]],
  "mulliken_spin": [0.000, 0.000, 0.022, 0.219, 0.011, 0.003, 0.569, 0.008, 0.033, 0.356, 0.422, 0.004, 0.029, 0.004, 0.000, 0.054, 0.008, -0.005, -0.004, -0.001, -0.037, 0.000, 0.259, 0.004, 0.001, 0.002, 0.017, 0.002, 0.012, 0.003, -0.002, 2.004, 0.005],
  "relative_energy_ev": 2.6272,
  "charge": 2,
  "multiplicity": 5,
  "homo_energy_ev": [-13.64, -15.01],
  "orbital_gap_ev": [6.30, 4.10]
}


# 7
{
  "formula": "C5H9NO2S",
  "method": "ωB97M-V/def2-TZVPD",
  "elements": ["H", "O", "O", "H", "H", "N", "H", "C", "S", "H", "H", "H", "H", "C", "C", "C", "H", "C"],
  "positions_angstrom": [[2.00, -1.77, 0.73], [-3.13, -0.63, -0.31], [2.63, 0.00, 0.14], [-0.53, -1.34, -1.62], [-0.76, -0.26, 2.08], [-1.85, 1.47, 0.26], [-2.57, 1.93, -0.22], [1.43, 0.72, 0.29], [-1.80, -0.16, 0.02], [-1.42, 1.64, 1.12], [2.23, -1.77, -1.17], [1.37, 1.70, -0.40], [1.18, 1.21, 1.37], [2.01, -1.21, -0.26], [-0.82, -0.98, 1.22], [-0.43, -0.42, -1.21], [-0.19, 0.35, -1.92], [0.65, -0.49, -0.11]],
  "lowdin_charge": [0.145, -0.361, -0.112, 0.057, -0.008, -0.070, 0.060, -0.229, 0.728, 0.043, 0.125, 0.149, 0.149, -0.111, -0.142, -0.171, 0.098, -0.351],
  "relative_energy_ev": 7.8324,
  "charge": 0,
  "multiplicity": 1,
  "homo_energy_ev": -8.38,
  "orbital_gap_ev": 8.79
}


# 8
{
  "formula": "C8H36FN2O14",
  "method": "ωB97M-V/def2-TZVPD",
  "elements": ["H", "C", "O", "H", "F", "H", "H", "H", "H", "C", "H", "H", "O", "H", "N", "O", "H", "C", "H", "H", "H", "H", "H", "H", "C", "H", "O", "H", "O", "N", "O", "H", "O", "H", "H", "H", "H", "H", "H", "C", "H", "H", "O", "O", "C", "H", "H", "O", "O", "O", "H", "C", "H", "H", "H", "H", "O", "O", "C", "H", "H"],
  "positions_angstrom": [[-0.09, -1.87, -2.65], [0.93, -0.47, -1.40], [-3.20, 3.22, 2.78], [-2.91, 2.83, 3.62], [2.25, 3.13, 0.28], [0.60, -4.63, -3.95], [0.87, -4.66, -1.95], [4.22, 1.18, 1.04], [-0.68, -0.12, -2.80], [1.22, 0.08, -0.11], [1.82, 3.97, -2.70], [0.24, 3.24, -0.64], [2.65, 4.29, -2.32], [2.02, -3.66, -1.89], [2.18, -0.48, -2.03], [1.71, 2.53, 2.33], [2.38, -0.77, -2.99], [3.19, 0.01, -1.29], [-1.22, 4.31, 2.60], [0.27, -0.22, 5.77], [-1.91, -1.01, 4.05], [3.64, -1.57, 0.77], [5.13, -1.81, 0.99], [-5.17, -3.29, 0.49], [-1.55, -1.29, -1.12], [-2.48, -1.26, -1.76], [4.27, -2.25, 1.03], [-4.95, -2.81, -0.94], [-0.58, 3.30, -1.13], [2.60, 0.34, -0.13], [-4.65, -3.47, -0.30], [-2.84, 1.72, -4.44], [-0.78, 1.31, 1.98], [-1.42, -0.75, 0.74], [0.20, 3.84, 2.31], [4.26, 0.13, -1.53], [-0.88, -2.85, 0.37], [0.49, 0.25, 0.70], [-1.83, 1.85, -3.32], [-0.36, -0.94, -2.08], [-2.57, -3.00, -0.27], [-3.47, 4.12, 3.02], [-2.77, -0.72, 3.73], [-0.54, 4.32, 1.91], [3.13, 0.97, 1.11], [-1.18, 3.75, -0.52], [0.01, 1.84, 2.09], [-0.42, -0.87, 5.58], [1.10, -3.75, -2.16], [-1.97, 1.42, -4.17], [2.77, 3.75, -1.53], [2.29, 2.27, 1.35], [-0.41, -4.77, -5.08], [-2.57, 0.10, 3.25], [2.93, 0.27, 1.95], [-1.48, 1.96, 1.81], [-1.77, -0.34, -0.08], [0.46, -5.06, -4.80], [-1.51, -2.75, -0.55], [-0.45, -1.42, 6.36], [-1.24, -3.44, -1.37]],
  "lowdin_charge": [0.107, -0.099, -0.043, 0.055, 0.103, -0.024, 0.072, 0.161, 0.120, 0.070, 0.035, -0.010, -0.045, 0.061, 0.151, 0.182, 0.191, -0.006, 0.027, 0.043, -0.002, -0.016, 0.049, 0.053, -0.384, 0.149, -0.033, 0.045, -0.045, -0.089, -0.057, 0.046, -0.047, 0.070, 0.002, 0.180, 0.091, 0.123, 0.022, -0.050, 0.059, 0.059, -0.062, -0.040, 0.024, 0.038, -0.014, -0.047, -0.054, -0.062, -0.014, -0.364, 0.039, -0.003, 0.159, 0.039, -0.053, -0.057, -0.033, 0.055, 0.071],
  "charge": 1,
  "multiplicity": 1,
  "homo_energy_ev": -12.95,
  "orbital_gap_ev": 9.29
}


Question: Which value of multiplicity does entry 8 give?
Answer: 1


Question: Which value of multiplicity does entry 7 give?
Answer: 1


Question: Which of these has the highest charge?
Answer: C9H16ClIIrN2O2P


Question: charge of number 8 (C8H36FN2O14)?
Answer: +1